DFT (ωB97M-V with the def2-TZVPD basis set) results for a cluster of 12 separate species, C48H107N2O13 in total at a distorted geometry.

Last columns: bonded neighbours and bond lengths (Å).
Element x y z (Å)
1 C 2.555 -1.677 3.032  C2 1.555, H20 1.095, H21 1.098, H22 1.097
2 C 2.500 -1.729 1.479  C1 1.555, C3 1.536, H23 1.099, H24 1.098
3 C 1.354 -0.913 0.865  C2 1.536, O4 1.454, H25 1.099, H26 1.103
4 O 1.364 0.466 1.328  C3 1.454, C5 1.383
5 C 0.336 0.703 2.223  O4 1.383, N6 1.489, H27 1.096, H28 1.102
6 N -0.923 0.981 1.479  C5 1.489, C7 1.390, C10 1.312
7 C -0.879 1.527 0.202  N6 1.390, C8 1.360, H29 1.080
8 C -2.193 1.627 -0.132  C7 1.360, N9 1.373, H30 1.083
9 N -2.959 1.147 0.901  C8 1.373, C10 1.339, H31 1.011
10 C -2.148 0.756 1.893  N6 1.312, N9 1.339, C11 1.497
11 C -2.608 0.168 3.190  C10 1.497, C12 1.556, H32 1.099, H33 1.097
12 C -3.486 -1.088 2.922  C11 1.556, O13 1.207, C14 1.526
13 O -4.661 -1.138 3.195  C12 1.207
14 C -2.704 -2.238 2.294  C12 1.526, C15 1.381, C19 1.392
15 C -3.028 -2.693 1.031  C14 1.381, C16 1.395, H34 1.090
16 C -2.249 -3.725 0.507  C15 1.395, C17 1.376, H35 1.089
17 C -1.205 -4.230 1.246  C16 1.376, C18 1.386, H36 1.101
18 C -0.879 -3.762 2.510  C17 1.386, C19 1.385, H37 1.088
19 C -1.651 -2.747 3.048  C14 1.392, C18 1.385, H38 1.090
20 H 2.102 -0.783 3.472  C1 1.095
21 H 3.615 -1.682 3.317  C1 1.098
22 H 2.138 -2.608 3.436  C1 1.097
23 H 3.434 -1.319 1.071  C2 1.099
24 H 2.354 -2.773 1.172  C2 1.098
25 H 1.502 -0.863 -0.224  C3 1.099
26 H 0.382 -1.393 1.065  C3 1.103
27 H 0.216 -0.117 2.941  C5 1.096
28 H 0.598 1.621 2.774  C5 1.102
29 H -0.033 1.824 -0.401  C7 1.080
30 H -2.646 2.026 -1.031  C8 1.083
31 H -3.966 1.089 0.969  N9 1.011
32 H -1.701 -0.150 3.722  C11 1.099
33 H -3.134 0.879 3.838  C11 1.097
34 H -3.845 -2.250 0.461  C15 1.090
35 H -2.498 -4.093 -0.487  C16 1.089
36 H -0.572 -5.029 0.830  C17 1.101
37 H -0.039 -4.134 3.093  C18 1.088
38 H -1.448 -2.347 4.042  C19 1.090
39 C -2.918 5.281 5.845  C40 1.520, H43 1.094, H44 1.090, H45 1.091
40 C -1.637 4.718 5.250  C39 1.520, C41 1.521, O42 1.428, H46 1.090
41 C -1.872 4.160 3.855  C40 1.521, H47 1.097, H48 1.093, H49 1.091
42 O -1.127 3.689 6.098  C40 1.428, H50 0.963
43 H -3.678 4.500 5.938  C39 1.094
44 H -2.735 5.669 6.847  C39 1.090
45 H -3.321 6.086 5.228  C39 1.091
46 H -0.878 5.500 5.207  C40 1.090
47 H -2.599 3.340 3.885  C41 1.097
48 H -0.944 3.752 3.447  C41 1.093
49 H -2.243 4.929 3.176  C41 1.091
50 H -1.790 2.991 6.147  O42 0.963
51 C 0.351 -8.767 -1.704  C52 1.517, H55 1.094, H56 1.091, H57 1.089
52 C 0.079 -7.307 -1.393  C51 1.517, C53 1.520, O54 1.433, H58 1.091
53 C 0.743 -6.396 -2.413  C52 1.520, H59 1.094, H60 1.093, H61 1.091
54 O 0.561 -6.992 -0.081  C52 1.433, H62 0.963
55 H 1.424 -8.980 -1.672  C51 1.094
56 H -0.122 -9.413 -0.963  C51 1.091
57 H -0.026 -9.032 -2.691  C51 1.089
58 H -0.997 -7.129 -1.387  C52 1.091
59 H 1.829 -6.529 -2.401  C53 1.094
60 H 0.548 -5.347 -2.176  C53 1.093
61 H 0.378 -6.602 -3.419  C53 1.091
62 H 1.512 -7.145 -0.069  O54 0.963
63 C -3.571 -6.603 -4.428  C64 1.521, H67 1.094, H68 1.092, H69 1.091
64 C -2.286 -7.118 -5.059  C63 1.521, C65 1.520, O66 1.430, H70 1.092
65 C -2.523 -7.595 -6.483  C64 1.520, H71 1.093, H72 1.091, H73 1.090
66 O -1.762 -8.191 -4.271  C64 1.430, H74 0.964
67 H -4.322 -7.397 -4.380  C63 1.094
68 H -3.390 -6.272 -3.404  C63 1.092
69 H -3.984 -5.768 -4.997  C63 1.091
70 H -1.534 -6.326 -5.057  C64 1.092
71 H -3.240 -8.419 -6.502  C65 1.093
72 H -1.596 -7.969 -6.920  C65 1.091
73 H -2.904 -6.790 -7.112  C65 1.090
74 H -2.417 -8.898 -4.264  O66 0.964
75 C 1.314 5.219 1.713  C76 1.519, H79 1.097, H80 1.090, H81 1.089
76 C 2.589 4.670 1.096  C75 1.519, C77 1.517, O78 1.433, H82 1.091
77 C 2.340 4.149 -0.307  C76 1.517, H83 1.094, H84 1.092, H85 1.089
78 O 3.105 3.611 1.912  C76 1.433, H86 0.963
79 H 0.552 4.433 1.788  C75 1.097
80 H 1.502 5.580 2.723  C75 1.090
81 H 0.911 6.039 1.120  C75 1.089
82 H 3.350 5.451 1.071  C76 1.091
83 H 1.611 3.334 -0.290  C77 1.094
84 H 3.259 3.745 -0.734  C77 1.092
85 H 1.965 4.933 -0.963  C77 1.089
86 H 2.441 2.914 1.940  O78 0.963
87 C 1.605 -4.324 6.788  C88 1.522, H91 1.094, H92 1.092, H93 1.091
88 C 3.030 -4.703 6.415  C87 1.522, C89 1.520, O90 1.428, H94 1.091
89 C 3.934 -4.722 7.637  C88 1.520, H95 1.094, H96 1.090, H97 1.091
90 O 3.537 -3.775 5.454  C88 1.428, H98 0.964
91 H 1.573 -3.322 7.225  C87 1.094
92 H 0.968 -4.307 5.901  C87 1.092
93 H 1.182 -5.029 7.506  C87 1.091
94 H 3.036 -5.685 5.939  C88 1.091
95 H 3.977 -3.732 8.101  C89 1.094
96 H 4.954 -4.986 7.354  C89 1.090
97 H 3.582 -5.439 8.380  C89 1.091
98 H 3.539 -2.901 5.860  O90 0.964
99 C -2.332 6.379 -1.713  C100 1.520, H103 1.095, H104 1.091, H105 1.091
100 C -1.060 5.822 -2.331  C99 1.520, C101 1.520, O102 1.431, H106 1.091
101 C -1.313 5.294 -3.734  C100 1.520, H107 1.095, H108 1.091, H109 1.091
102 O -0.546 4.771 -1.507  C100 1.431, H110 0.962
103 H -3.095 5.599 -1.629  C99 1.095
104 H -2.138 6.746 -0.704  C99 1.091
105 H -2.736 7.198 -2.309  C99 1.091
106 H -0.296 6.600 -2.364  C100 1.091
107 H -2.044 4.479 -3.715  C101 1.095
108 H -0.395 4.889 -4.163  C101 1.091
109 H -1.686 6.080 -4.392  C101 1.091
110 H -1.209 4.075 -1.470  O102 0.962
111 C 6.520 2.713 2.941  C112 1.521, H115 1.094, H116 1.091, H117 1.092
112 C 6.444 1.200 3.082  C111 1.521, C113 1.521, O114 1.429, H118 1.091
113 C 6.724 0.507 1.757  C112 1.521, H119 1.094, H120 1.092, H121 1.091
114 O 5.149 0.826 3.555  C112 1.429, H122 0.964
115 H 5.772 3.072 2.229  C111 1.094
116 H 6.309 3.196 3.896  C111 1.091
117 H 7.507 3.029 2.600  C111 1.092
118 H 7.164 0.865 3.830  C112 1.091
119 H 5.982 0.798 1.006  C113 1.094
120 H 6.658 -0.576 1.870  C113 1.092
121 H 7.716 0.758 1.380  C113 1.091
122 H 4.503 1.119 2.902  O114 0.964
123 C 3.328 9.074 0.633  C124 1.520, H127 1.094, H128 1.093, H129 1.090
124 C 2.175 9.330 1.591  C123 1.520, C125 1.520, O126 1.431, H130 1.092
125 C 2.407 10.590 2.408  C124 1.520, H131 1.094, H132 1.091, H133 1.091
126 O 2.018 8.211 2.468  C124 1.431, H134 0.964
127 H 4.263 8.931 1.183  C123 1.094
128 H 3.153 8.161 0.059  C123 1.093
129 H 3.458 9.903 -0.063  C123 1.090
130 H 1.244 9.423 1.027  C124 1.092
131 H 3.312 10.496 3.014  C125 1.094
132 H 1.577 10.758 3.096  C125 1.091
133 H 2.509 11.466 1.765  C125 1.091
134 H 2.833 8.116 2.973  O126 0.964
135 C 7.330 10.660 -2.400  C136 1.521, H139 1.094, H140 1.091, H141 1.091
136 C 6.118 9.909 -1.871  C135 1.521, C137 1.521, O138 1.428, H142 1.091
137 C 5.735 8.760 -2.791  C136 1.521, H143 1.094, H144 1.092, H145 1.091
138 O 5.016 10.807 -1.740  C136 1.428, H146 0.963
139 H 7.118 11.094 -3.382  C135 1.094
140 H 7.588 11.486 -1.736  C135 1.091
141 H 8.195 10.002 -2.491  C135 1.091
142 H 6.333 9.524 -0.873  C136 1.091
143 H 5.472 9.133 -3.785  C137 1.094
144 H 4.860 8.236 -2.404  C137 1.092
145 H 6.553 8.045 -2.894  C137 1.091
146 H 4.813 11.158 -2.614  O138 0.963
147 C -4.802 -10.169 -9.046  C148 1.521, H151 1.094, H152 1.091, H153 1.091
148 C -5.112 -8.904 -9.833  C147 1.521, C149 1.521, O150 1.428, H154 1.091
149 C -5.323 -9.209 -11.307  C148 1.521, H155 1.094, H156 1.091, H157 1.091
150 O -4.042 -7.970 -9.683  C148 1.428, H158 0.963
151 H -3.883 -10.635 -9.411  C147 1.094
152 H -4.645 -9.935 -7.992  C147 1.091
153 H -5.614 -10.893 -9.126  C147 1.091
154 H -6.006 -8.428 -9.425  C148 1.091
155 H -4.420 -9.645 -11.744  C149 1.094
156 H -5.536 -8.293 -11.861  C149 1.091
157 H -6.150 -9.905 -11.454  C149 1.091
158 H -3.244 -8.375 -10.039  O150 0.963
159 C -7.355 -2.804 0.052  C160 1.521, H163 1.094, H164 1.092, H165 1.091
160 C -6.944 -3.461 -1.257  C159 1.521, C161 1.520, O162 1.430, H166 1.091
161 C -7.721 -4.745 -1.497  C160 1.520, H167 1.094, H168 1.091, H169 1.091
162 O -5.543 -3.745 -1.232  C160 1.430, H170 0.964
163 H -7.150 -3.465 0.899  C159 1.094
164 H -6.784 -1.887 0.217  C159 1.092
165 H -8.418 -2.556 0.055  C159 1.091
166 H -7.113 -2.770 -2.084  C160 1.091
167 H -7.528 -5.469 -0.701  C161 1.094
168 H -7.411 -5.210 -2.434  C161 1.091
169 H -8.795 -4.556 -1.541  C161 1.091
170 H -5.378 -4.357 -0.506  O162 0.964

charge: +1
LUMO energy: -2.526 eV
E_HOMO: -11.4 eV
HOMO-LUMO gap: 8.86 eV